(1)
# C23H37HoO3

A molecular structure, C23H37HoO3 in a non-equilibrium geometry (wB97M-V/def2-TZVPD, the Open Molecules 2025 dataset).

Cartesian coordinates (Å):
O  -0.672  2.532  -1.532
C  0.218  3.199  -2.481
C  -0.620  4.490  -2.368
H  0.127  2.699  -3.467
H  1.263  3.227  -2.143
C  -1.681  3.569  -1.726
H  -0.895  4.962  -3.317
H  -0.183  5.158  -1.597
C  -2.688  3.017  -2.708
H  -2.151  2.558  -3.546
H  -3.393  3.747  -3.108
H  -3.257  2.218  -2.234
C  -2.282  4.000  -0.415
H  -1.485  4.325  0.253
H  -2.790  3.141  0.046
H  -2.980  4.823  -0.594
Ho  -0.120  -0.688  0.509
C  1.240  1.239  2.275
C  2.498  0.586  2.127
C  2.974  0.829  0.808
H  3.032  0.073  2.925
C  2.057  1.709  0.162
C  0.957  1.923  1.051
H  0.091  2.554  0.859
H  0.631  1.237  3.181
H  3.876  0.395  0.369
H  2.211  2.207  -0.795
C  -1.666  -0.384  2.363
C  -1.874  0.747  1.522
C  -2.475  0.287  0.309
H  -1.704  1.788  1.800
C  -2.610  -1.134  0.390
C  -2.119  -1.557  1.667
H  -2.103  -2.579  2.057
H  -1.293  -0.332  3.381
H  -2.870  0.949  -0.462
H  -3.017  -1.786  -0.389
O  -0.181  -1.207  -1.521
C  -0.514  -0.839  -2.942
C  0.326  -1.743  -3.852
H  -0.245  0.215  -3.046
H  -1.592  -0.963  -3.094
C  1.115  -2.712  -2.961
H  1.017  -1.154  -4.473
H  -0.318  -2.336  -4.509
C  0.900  -2.268  -1.512
H  2.190  -2.656  -3.141
H  0.774  -3.745  -3.060
H  1.807  -1.784  -1.120
H  0.582  -3.066  -0.817
C  2.823  -2.716  2.890
C  1.340  -2.742  2.616
C  0.886  -4.152  2.287
C  0.604  -2.172  3.826
O  1.103  -1.997  1.445
H  3.050  -3.326  3.771
H  3.164  -1.693  3.061
H  3.358  -3.126  2.031
H  1.122  -4.854  3.093
H  -0.195  -4.168  2.115
H  1.388  -4.459  1.362
H  0.767  -1.087  3.898
H  -0.480  -2.323  3.732
H  0.963  -2.650  4.749

Properties
HOMO-LUMO gap (spin up / spin down)   6.7020 / 6.7132 eV
LUMO level (spin up / spin down)   0.005 / 0.005 Eh
Largest force on an atom   4.68 eV/A
Energy   -2072.28612 a.u.
2S+1   5

Charges in e, computed with Löwdin, in the same order as the atoms: -0.14 -0.15 -0.06 0.11 0.10 -0.58 0.11 0.13 -0.02 0.08 0.09 0.07 -0.01 0.09 0.07 0.10 1.50 -0.21 -0.18 -0.16 0.08 -0.18 -0.25 0.06 0.09 0.08 0.06 -0.22 -0.21 -0.18 0.11 -0.19 -0.20 0.10 0.10 0.08 0.11 -0.33 -0.08 -0.14 0.11 0.13 -0.13 0.12 0.11 -0.14 0.12 0.12 0.12 0.12 -0.04 -0.72 -0.04 -0.03 -0.36 0.09 0.05 0.09 0.09 0.07 0.08 0.07 0.07 0.09

=====

(2)
# C23H37IrN7Si2

A molecular structure, C23H37IrN7Si2 (wB97M-V/def2-TZVPD, the Open Molecules 2025 dataset).

Cartesian coordinates (Å):
Ir  -0.061  0.316  0.014
C  2.481  -2.232  -0.644
Si  3.138  -0.522  -0.270
C  4.235  -0.777  1.254
C  4.235  -0.102  -1.750
N  1.915  0.678  -0.019
C  2.271  2.016  0.085
C  3.579  2.471  0.267
C  3.888  3.824  0.333
C  2.869  4.751  0.214
C  1.559  4.319  0.035
C  1.216  2.965  -0.032
N  -0.061  2.443  -0.239
Si  -1.519  3.359  -0.147
C  -2.663  3.065  -1.629
C  -1.470  5.256  -0.241
C  -2.408  3.030  1.483
H  3.331  -2.871  -0.912
H  1.765  -2.233  -1.467
H  1.983  -2.673  0.218
H  4.741  -1.745  1.182
H  3.612  -0.792  2.153
H  4.998  -0.011  1.395
H  4.841  -0.976  -2.008
H  4.905  0.743  -1.596
H  3.599  0.131  -2.608
H  4.383  1.757  0.377
H  4.915  4.137  0.478
H  3.077  5.814  0.258
H  0.796  5.069  -0.066
H  -2.104  3.349  -2.526
H  -3.526  3.735  -1.556
H  -3.036  2.062  -1.800
H  -0.945  5.629  -1.122
H  -1.039  5.727  0.643
H  -2.513  5.584  -0.311
H  -2.215  2.015  1.827
H  -3.491  3.174  1.432
H  -2.011  3.727  2.227
N  -5.369  0.554  -0.172
N  -4.118  0.073  -0.530
N  -3.788  -0.261  -1.776
C  -2.484  -0.282  -1.712
N  -2.034  0.086  -0.477
N  -3.084  0.336  0.246
H  -6.057  -0.078  -0.561
H  -5.477  1.471  -0.596
H  -1.819  -0.524  -2.521
C  -0.016  -3.089  2.697
C  -0.696  -2.538  1.432
C  -2.192  -2.388  1.772
C  -0.040  -1.163  1.133
C  -0.582  -3.551  0.289
C  -1.020  -3.215  -0.987
C  -0.962  -4.108  -2.043
C  -0.448  -5.383  -1.850
C  0.002  -5.738  -0.590
C  -0.067  -4.833  0.465
H  -0.126  -2.361  3.502
H  1.053  -3.250  2.541
H  -0.465  -4.028  3.031
H  -2.333  -1.668  2.580
H  -2.596  -3.357  2.083
H  -2.767  -2.057  0.912
H  0.531  -0.901  2.041
H  -1.351  -2.206  -1.154
H  -1.301  -3.801  -3.026
H  -0.388  -6.084  -2.674
H  0.421  -6.722  -0.420
H  0.305  -5.145  1.429

Properties
Energy above the lowest of the compared OMol25 structures with the same formula, charge and spin   0.0000 eV
HOMO-LUMO gap   5.6178 eV
LUMO level   0.095 Eh
Largest force on an atom   0.64 eV/A
Energy   -1965.27096 a.u.
Charge   -1
2S+1   1

Charges in e, computed with Löwdin, in the same order as the atoms: 1.12 -0.19 0.38 -0.18 -0.18 -0.26 -0.33 -0.08 -0.14 -0.14 -0.07 -0.33 -0.23 0.38 -0.18 -0.21 -0.20 0.03 0.02 0.01 0.02 0.02 0.01 0.02 0.01 0.03 0.06 0.08 0.08 0.05 0.03 0.02 -0.03 0.03 0.02 0.02 -0.01 0.02 0.02 0.12 -0.28 0.13 -0.23 -0.20 0.10 0.09 0.09 0.12 -0.09 -0.55 -0.05 -0.28 -0.19 -0.05 -0.08 -0.11 -0.09 -0.04 0.08 0.08 0.07 0.08 0.08 0.05 0.03 0.05 0.10 0.09 0.09 0.09

=====

(3)
# C23H37LaN8OSSi

A molecular structure, C23H37LaN8OSSi in a non-equilibrium geometry (wB97M-V/def2-TZVPD, the Open Molecules 2025 dataset).

Cartesian coordinates (Å):
La  -0.500  -0.285  -0.606
N  -3.447  -3.748  -2.346
C  -2.341  -2.956  -2.099
S  -2.569  -1.251  -2.419
N  -1.300  -3.602  -1.667
N  -0.183  -2.799  -1.362
C  0.899  -3.490  -1.399
C  2.257  -3.050  -1.104
C  3.261  -4.023  -1.202
C  4.585  -3.727  -0.961
C  4.922  -2.417  -0.614
C  3.954  -1.439  -0.509
C  2.602  -1.732  -0.750
O  1.685  -0.796  -0.636
H  -4.117  -3.365  -2.990
H  -3.245  -4.731  -2.444
H  0.789  -4.538  -1.680
H  2.973  -5.032  -1.480
H  5.346  -4.491  -1.044
H  5.958  -2.160  -0.426
H  4.212  -0.421  -0.249
C  -3.693  -1.407  0.908
C  -3.681  -0.031  1.562
N  -2.560  0.825  1.129
C  -1.815  1.406  2.256
C  -1.035  0.339  3.018
N  -0.299  -0.582  2.139
C  -0.451  -2.003  2.458
C  -1.875  -2.472  2.190
N  -2.364  -2.022  0.883
H  -4.018  -1.320  -0.128
H  -4.425  -2.033  1.435
H  -3.627  -0.134  2.648
H  -4.639  0.455  1.360
H  -2.899  1.579  0.544
H  -2.478  1.920  2.965
H  -1.120  2.134  1.843
H  -1.713  -0.250  3.639
H  -0.352  0.836  3.713
H  0.683  -0.343  2.140
H  -0.179  -2.230  3.496
H  0.242  -2.555  1.816
H  -2.541  -2.099  2.971
H  -1.906  -3.562  2.269
H  -2.375  -2.804  0.238
C  -1.883  1.867  -3.948
C  -1.219  2.676  -2.871
C  -1.124  4.045  -3.015
C  -0.468  4.773  -2.024
C  0.082  4.132  -0.946
C  -0.009  2.720  -0.844
N  -0.699  2.029  -1.809
N  0.520  1.979  0.156
Si  2.069  2.339  0.822
C  2.183  3.917  1.830
C  2.578  1.009  2.035
C  3.323  2.450  -0.551
H  -2.882  2.249  -4.161
H  -1.956  0.817  -3.687
H  -1.305  1.942  -4.872
H  -1.550  4.526  -3.885
H  -0.392  5.852  -2.104
H  0.576  4.683  -0.160
H  1.386  3.978  2.577
H  2.147  4.826  1.226
H  3.139  3.922  2.364
H  1.968  1.037  2.946
H  3.607  1.208  2.350
H  2.565  0.007  1.602
H  3.123  3.328  -1.172
H  3.256  1.564  -1.187
H  4.347  2.535  -0.176

Properties
Energy above the lowest of the compared OMol25 structures with the same formula, charge and spin   0.0000 eV
HOMO-LUMO gap   7.7881 eV
LUMO level   0.015 Eh
Largest force on an atom   1.31 eV/A
Energy   -2131.42345 a.u.
2S+1   1

Charges in e, computed with Löwdin, in the same order as the atoms: 1.86 0.04 -0.92 0.49 -0.05 -0.13 -0.09 -0.15 -0.06 -0.10 -0.08 -0.02 -0.36 -0.36 0.06 0.09 0.12 0.11 0.10 0.10 0.10 -0.23 -0.19 -0.11 -0.22 -0.19 -0.13 -0.20 -0.19 -0.11 0.06 0.12 0.10 0.12 0.11 0.12 0.09 0.10 0.12 0.05 0.12 0.12 0.11 0.13 0.07 -0.05 -0.34 -0.07 -0.07 -0.04 -0.48 -0.01 -0.19 0.35 -0.18 -0.17 -0.16 0.09 -0.03 0.09 0.11 0.11 0.08 0.03 0.02 0.03 0.03 0.04 0.01 0.03 0.02 0.03

=====

(4)
# C23H37N3O

A single C23H37N3O molecule (wB97M-V/def2-TZVPD, the Open Molecules 2025 dataset).

Cartesian coordinates (Å):
C  -6.631  -1.504  -1.000
C  -5.931  -0.208  -1.433
C  -6.811  1.004  -1.122
N  -4.600  -0.015  -0.877
C  -4.493  -0.080  0.565
C  -3.155  0.516  0.994
C  -1.990  -0.275  0.378
N  -0.733  0.300  0.875
C  -0.335  -0.278  2.155
C  0.404  -1.615  1.998
N  1.584  -1.513  1.162
C  2.764  -1.002  1.840
C  3.956  -1.066  0.941
C  4.767  -0.035  0.713
C  5.946  -0.022  -0.141
C  6.468  -1.170  -0.739
C  7.589  -1.101  -1.543
C  8.215  0.114  -1.771
C  7.711  1.263  -1.184
C  6.592  1.194  -0.377
C  1.246  -0.888  -0.104
C  0.414  0.414  -0.028
C  1.254  1.652  0.333
C  0.447  2.941  0.152
O  -0.565  3.079  1.113
C  -2.188  -0.250  -1.137
C  -3.565  -0.820  -1.484
H  -6.007  -2.369  -1.214
H  -6.853  -1.486  0.064
H  -7.567  -1.615  -1.543
H  -5.791  -0.244  -2.521
H  -7.701  0.984  -1.747
H  -6.260  1.918  -1.324
H  -7.128  1.009  -0.083
H  -5.304  0.496  1.010
H  -4.558  -1.120  0.937
H  -3.089  0.515  2.082
H  -3.101  1.549  0.648
H  -2.076  -1.327  0.700
H  -1.223  -0.417  2.773
H  0.312  0.439  2.667
H  0.690  -2.003  2.978
H  -0.262  -2.346  1.525
H  2.937  -1.670  2.695
H  2.651  0.019  2.235
H  4.111  -2.027  0.473
H  4.549  0.911  1.195
H  5.998  -2.126  -0.567
H  7.980  -2.000  -1.996
H  9.091  0.165  -2.400
H  8.194  2.214  -1.353
H  6.204  2.095  0.079
H  2.167  -0.702  -0.658
H  0.658  -1.630  -0.660
H  0.034  0.604  -1.034
H  2.129  1.680  -0.319
H  1.599  1.616  1.365
H  1.100  3.813  0.262
H  0.017  2.962  -0.863
H  -0.989  2.204  1.185
H  -2.139  0.777  -1.499
H  -1.432  -0.851  -1.645
H  -3.695  -0.799  -2.570
H  -3.608  -1.876  -1.156

Properties
Energy above the lowest of the compared OMol25 structures with the same formula, charge and spin   0.8012 eV
HOMO-LUMO gap   8.5154 eV
SMILES   CC(C)N1CCC(N2CCN(C/C=C/c3ccccc3)C[C@@H]2CCO)CC1
LUMO level   0.029 Eh
Largest force on an atom   0.57 eV/A
Energy   -1138.07532 a.u.
2S+1   1

Charges in e, computed with Löwdin, in the same order as the atoms: -0.06 -0.43 -0.06 -0.15 -0.19 -0.12 -0.31 -0.11 -0.14 -0.16 -0.16 -0.20 -0.08 -0.06 -0.23 -0.04 -0.09 -0.09 -0.09 -0.05 -0.12 -0.28 -0.13 -0.27 -0.08 -0.13 -0.19 0.07 0.07 0.08 0.13 0.08 0.08 0.07 0.12 0.13 0.11 0.12 0.14 0.12 0.12 0.12 0.12 0.13 0.11 0.11 0.11 0.10 0.10 0.10 0.10 0.11 0.12 0.12 0.13 0.12 0.10 0.11 0.12 0.05 0.13 0.11 0.12 0.12